[1]
Molecular formula: C26H28N2O8
Method: DFT, ωB97M-V/def2-TZVPD

Last column: Löwdin charge in e.
Atoms and positions in Å:
C (-1.536, -3.451, -0.847)  -0.0871
C (-2.197, -2.355, -0.023)  -0.2278
C (-1.259, -1.684, 0.980)  -0.1117
C (-0.107, -0.922, 0.310)  -0.2975
C (1.006, -1.848, -0.187)  -0.4865
O (1.658, -1.594, -1.173)  0.1243
O (1.208, -2.885, 0.603)  -0.0302
C (2.336, -3.701, 0.311)  -0.0163
N (-0.572, -0.118, -0.800)  0.0930
C (-0.810, 1.236, -0.314)  -0.2048
C (-2.231, 1.329, 0.199)  -0.1763
C (-2.594, 1.566, 1.512)  -0.0446
C (-3.932, 1.596, 1.859)  0.0087
C (-4.946, 1.380, 0.933)  -0.1960
O (-6.200, 1.438, 1.459)  -0.0675
C (-7.348, 1.345, 0.647)  -0.0755
C (-4.583, 1.123, -0.404)  -0.1771
O (-5.578, 0.890, -1.321)  -0.1128
C (-5.219, 0.620, -2.653)  -0.0763
C (-3.237, 1.113, -0.737)  0.0235
C (0.286, 1.457, 0.746)  -0.0938
C (1.589, 1.852, 0.072)  -0.3577
O (1.763, 2.780, -0.670)  0.1366
N (2.563, 0.955, 0.477)  0.1212
C (3.919, 1.032, 0.067)  -0.1708
C (4.211, 1.205, -1.277)  0.0019
C (5.529, 1.286, -1.717)  0.0247
C (6.517, 1.175, -0.769)  -0.2011
C (6.216, 0.993, 0.583)  -0.1894
C (4.922, 0.922, 1.035)  0.0930
O (7.377, 0.918, 1.301)  0.0391
C (8.422, 1.055, 0.363)  -0.1565
O (7.875, 1.216, -0.929)  0.0371
C (2.077, -0.048, 1.299)  -0.3650
O (2.753, -0.876, 1.850)  0.1377
C (0.570, 0.081, 1.334)  -0.0443
H (-1.080, -4.197, -0.200)  0.0762
H (-0.769, -3.034, -1.495)  0.0708
H (-2.274, -3.945, -1.475)  0.0732
H (-3.033, -2.781, 0.536)  0.1109
H (-2.592, -1.587, -0.688)  0.0880
H (-1.848, -0.972, 1.562)  0.1089
H (-0.836, -2.426, 1.657)  0.1266
H (3.237, -3.210, 0.685)  0.0974
H (2.175, -4.643, 0.829)  0.0975
H (2.425, -3.855, -0.765)  0.0984
H (0.131, -0.131, -1.536)  0.1282
H (-0.691, 1.951, -1.136)  0.1607
H (-1.860, 1.731, 2.284)  0.1074
H (-4.230, 1.786, 2.878)  0.1216
H (-8.188, 1.484, 1.328)  0.0932
H (-7.367, 2.124, -0.117)  0.0957
H (-7.427, 0.367, 0.167)  0.0932
H (-4.605, -0.283, -2.732)  0.0962
H (-4.690, 1.463, -3.109)  0.0983
H (-6.160, 0.461, -3.178)  0.0963
H (-2.935, 0.918, -1.752)  0.1136
H (0.022, 2.226, 1.470)  0.1576
H (3.407, 1.280, -1.989)  0.1195
H (5.766, 1.424, -2.758)  0.1206
H (4.694, 0.777, 2.076)  0.1305
H (9.058, 0.155, 0.384)  0.1398
H (9.033, 1.936, 0.617)  0.1399
H (0.190, -0.096, 2.339)  0.1655

Forces on atoms 1 to 3 (eV/Å):
C -0.191 0.112 0.092
C 0.106 -0.069 0.148
C -0.177 -0.035 -0.171

Summary:
**Max |F|**: 1.25 eV/A
**M**: 496.52 g/mol
**LUMO energy**: 0.68 eV
**DFT total energy**: -1719.00996 Ha
**Frontier orbital gap**: 8.79 eV
**SMILES string**: CCC[C@@]1(C(=O)OC)N[C@@H](c2ccc(OC)c(OC)c2)[C@@H]2C(=O)N(c3ccc4c(c3)OCO4)C(=O)[C@@H]21
**ΔE to the lowest compared entry with this formula, charge and spin**: 8.7 kJ/mol

[2]
Molecular formula: C26H28N3O3Zr
Method: DFT, ωB97M-V/def2-TZVPD

Last column: Löwdin charge in e.
Atoms and positions in Å:
Zr (-0.810, 0.283, -0.256)  1.8372
O (2.656, 4.343, 0.184)  0.0822
C (3.449, 3.277, 0.037)  -0.2565
C (4.796, 3.491, -0.260)  0.0042
C (5.674, 2.433, -0.363)  -0.0538
C (5.227, 1.121, -0.219)  -0.0762
C (3.888, 0.884, -0.021)  -0.0216
C (2.986, 1.949, 0.120)  -0.0896
C (1.571, 1.644, 0.245)  -0.3834
O (1.126, 0.501, -0.206)  -0.1968
N (0.757, 2.542, 0.761)  0.0714
N (-0.567, 2.171, 0.672)  -0.1552
C (-1.484, 2.994, 1.080)  -0.0089
C (-2.865, 2.773, 0.772)  -0.1493
C (-3.843, 3.532, 1.439)  -0.0212
C (-5.176, 3.420, 1.122)  -0.0612
C (-5.559, 2.600, 0.062)  -0.0405
C (-4.623, 1.861, -0.629)  0.0076
C (-3.265, 1.879, -0.274)  -0.3131
O (-2.394, 1.124, -0.932)  -0.2428
H (1.762, 4.069, 0.471)  0.0775
H (5.130, 4.507, -0.390)  0.1232
H (6.718, 2.628, -0.558)  0.1129
H (5.922, 0.297, -0.272)  0.1060
H (3.493, -0.122, 0.044)  0.1157
H (-1.194, 3.915, 1.594)  0.1547
H (-3.520, 4.190, 2.233)  0.1214
H (-5.914, 3.971, 1.681)  0.1127
H (-6.598, 2.542, -0.222)  0.1175
H (-4.922, 1.226, -1.449)  0.1243
C (1.014, -0.868, -3.923)  -0.0224
C (0.754, -1.777, -2.758)  -0.2504
C (1.488, -2.943, -2.568)  0.0080
C (1.225, -3.779, -1.486)  -0.2424
C (1.859, -5.132, -1.394)  -0.0292
C (0.347, -3.376, -0.487)  0.0302
C (-0.391, -2.190, -0.604)  -0.2923
C (-0.237, -1.461, -1.834)  -0.1203
N (-1.290, -1.609, 0.275)  -0.1362
C (-1.324, -1.757, 1.731)  -0.6107
C (-1.204, -3.179, 2.303)  -0.0333
C (-2.699, -1.175, 2.131)  -0.0242
C (-0.209, -0.859, 2.361)  -0.0351
H (1.288, -1.436, -4.809)  0.0889
H (1.851, -0.211, -3.678)  0.0947
H (0.150, -0.241, -4.153)  0.0849
H (2.234, -3.228, -3.292)  0.1248
H (2.682, -5.223, -2.095)  0.0817
H (1.119, -5.895, -1.641)  0.0984
H (2.221, -5.335, -0.388)  0.0881
H (0.200, -4.046, 0.344)  0.1020
H (-1.021, -0.710, -2.115)  0.0998
H (-1.822, -3.875, 1.742)  0.0965
H (-1.557, -3.178, 3.332)  0.0921
H (-0.175, -3.528, 2.310)  0.0782
H (-3.479, -1.856, 1.795)  0.0987
H (-2.847, -0.194, 1.644)  0.0648
H (-2.785, -1.064, 3.211)  0.0972
H (0.764, -1.042, 1.879)  0.0937
H (-0.105, -1.097, 3.422)  0.1060
H (-0.477, 0.218, 2.281)  0.0697

Forces on atoms 1 to 3 (eV/Å):
Zr -0.383 -2.460 -0.198
O -0.036 0.338 -0.012
C 0.032 -0.399 0.014

Summary:
**Max |F|**: 2.50 eV/A
**M**: 521.75 g/mol
**LUMO energy**: -3.93 eV
**Total charge**: +1
**DFT total energy**: -1444.47351 Ha
**Frontier orbital gap**: 7.01 eV
**ΔE to the lowest compared entry with this formula, charge and spin**: 117.6 kJ/mol